## P
A gas-phase ion, C5H8N (charge +1). Source: OMol25; level of theory: the ωB97M-V functional and the def2-TZVPD basis.

Its HOMO energy is -15.43 eV. Its SMILES is CC1=[N+]2C[C@H]2C1. The total charge is +1. The HOMO-LUMO gap is 0.372 hartree. As for the LUMO energy: -5.3 eV. The molar mass is 82.1 g/mol.

Geometry as XYZ:
```
14
C5H8N | OMol25 | the ωB97M-V functional and the def2-TZVPD basis
N -0.439 0.794 0.675
C -1.264 -0.703 0.263
C 0.591 0.200 0.024
C -0.150 -0.963 -0.692
C -1.756 0.636 0.098
C 2.020 0.486 0.172
H 2.166 1.434 0.512
H 2.448 -0.193 0.991
H -1.450 -1.424 1.224
H 0.147 -1.982 -0.699
H 2.550 0.303 -0.730
H -2.007 1.119 -0.909
H -0.395 -0.733 -1.736
H -2.460 1.026 0.807
```

## Q
A gas-phase ion, C5H8N (charge +1). Source: OMol25; level of theory: the ωB97M-V functional and the def2-TZVPD basis.

Its HOMO energy is -14.96 eV. Its SMILES is C[N+]1=CC12CC2. The total charge is +1. The HOMO-LUMO gap is 0.378 hartree. As for the LUMO energy: -4.7 eV. The molar mass is 82.1 g/mol.

Geometry as XYZ:
```
14
C5H8N | OMol25 | the ωB97M-V functional and the def2-TZVPD basis
N -0.931 -0.346 0.072
C -0.488 -1.498 0.042
C -1.984 0.557 0.029
C 1.731 0.236 -0.740
C 1.643 0.118 0.747
C 0.555 -0.454 -0.031
H 1.221 1.159 1.141
H 2.365 -0.362 -1.407
H -2.301 0.765 -0.950
H -1.565 1.565 0.409
H -1.064 -2.445 0.023
H 2.175 -0.460 1.378
H 1.459 1.095 -1.281
H -2.816 0.069 0.569
```

## R
A gas-phase ion, C5H8N (charge +1). Source: OMol25; level of theory: the ωB97M-V functional and the def2-TZVPD basis.

Its HOMO energy is -14.40 eV. Its SMILES is C[N+]1=C2C[C@]21C. The total charge is +1. The HOMO-LUMO gap is 0.340 hartree. As for the LUMO energy: -5.1 eV. The molar mass is 82.1 g/mol.

Geometry as XYZ:
```
14
C5H8N | OMol25 | the ωB97M-V functional and the def2-TZVPD basis
N -0.778 -0.209 0.283
C 0.464 0.245 0.393
C 1.691 -0.245 -0.490
C -1.468 -1.359 -0.171
C 0.149 1.657 0.846
C -1.144 1.151 0.199
H 0.758 2.311 0.156
H -0.033 2.037 1.866
H 1.091 0.473 -1.163
H -2.593 -1.017 -0.191
H -1.060 -1.612 -1.178
H -1.420 -2.222 0.568
H 2.687 0.152 -0.315
H 1.657 -1.362 -0.803
```

Short version: P is the most stable of them.

## P
2 unconnected molecules or ions with the total composition CH7NO. Source: OMol25; level of theory: the ωB97M-V functional and the def2-TZVPD basis.

Its HOMO energy is -9.96 eV. Its SMILES is CN.O. The HOMO-LUMO gap is 0.399 hartree. As for the LUMO energy: 0.9 eV. The molar mass is 49.1 g/mol.

Geometry as XYZ:
```
10
CH7NO | OMol25 | the ωB97M-V functional and the def2-TZVPD basis
O 1.241 2.068 -0.178
N -0.605 -0.323 0.193
C -0.612 -1.770 -0.108
H 0.880 1.451 -0.823
H -1.537 -2.202 -0.468
H 0.237 -2.019 -0.739
H -1.477 0.100 -0.081
H -0.577 -0.215 1.199
H 0.930 1.688 0.649
H -0.420 -2.308 0.825
```

## Q
2 unconnected molecules or ions with the total composition CH7NO. Source: OMol25; level of theory: the ωB97M-V functional and the def2-TZVPD basis.

Its HOMO energy is -10.08 eV. Its SMILES is CO.N. The HOMO-LUMO gap is 0.401 hartree. As for the LUMO energy: 0.8 eV. The molar mass is 49.1 g/mol.

Geometry as XYZ:
```
10
CH7NO | OMol25 | the ωB97M-V functional and the def2-TZVPD basis
O -1.113 -0.266 -0.781
N 1.720 1.349 -0.469
C -0.857 -0.907 0.420
H -1.138 -0.317 1.295
H 0.741 1.058 -0.560
H 2.034 0.656 0.218
H -1.838 -0.738 -1.153
H 0.147 -1.229 0.533
H 1.738 2.224 0.091
H -1.433 -1.831 0.406
```

## R
A molecular structure, CH7NO. Source: OMol25; level of theory: the ωB97M-V functional and the def2-TZVPD basis.

Its HOMO energy is -9.55 eV. The HOMO-LUMO gap is 0.344 hartree. As for the LUMO energy: -0.2 eV. The molar mass is 49.1 g/mol.

Geometry as XYZ:
```
10
CH7NO | OMol25 | the ωB97M-V functional and the def2-TZVPD basis
O 2.321 0.042 -1.045
N -0.457 -0.718 -0.198
C -1.236 0.389 0.365
H 2.903 0.795 0.177
H -0.917 1.279 -0.381
H 0.173 -1.252 0.778
H -2.425 0.454 0.500
H -0.782 0.563 1.441
H 1.369 -0.166 -0.758
H -0.950 -1.387 -0.878
```

Short version: P is the most stable of them.

## P
2 unconnected molecules or ions with the total composition C3H11N3O. Source: OMol25; level of theory: the ωB97M-V functional and the def2-TZVPD basis.

Its HOMO energy is -6.72 eV. The HOMO-LUMO gap is 0.134 hartree. As for the LUMO energy: -3.1 eV. The molar mass is 105.1 g/mol.

Geometry as XYZ:
```
18
C3H11N3O | OMol25 | the ωB97M-V functional and the def2-TZVPD basis
O 0.977 2.002 0.969
N 0.275 -0.409 0.313
N 0.641 -1.684 -1.705
N -0.516 1.425 2.760
C -0.123 -2.341 -2.757
C -0.145 -0.815 -0.928
C 0.401 2.412 2.113
H -1.290 1.845 3.250
H 0.278 -0.234 -1.850
H 1.001 -1.010 0.668
H 0.574 0.619 0.406
H -1.217 -1.014 -1.019
H 1.139 2.684 2.891
H -0.237 3.306 1.910
H 0.601 -2.795 -3.429
H -0.822 0.728 2.097
H -0.723 -1.656 -3.369
H -0.815 -3.065 -2.321
```

## Q
2 unconnected molecules or ions with the total composition C3H11N3O. Source: OMol25; level of theory: the ωB97M-V functional and the def2-TZVPD basis.

Its HOMO energy is -6.89 eV. The HOMO-LUMO gap is 0.273 hartree. As for the LUMO energy: 0.5 eV. The molar mass is 105.1 g/mol.

Geometry as XYZ:
```
18
C3H11N3O | OMol25 | the ωB97M-V functional and the def2-TZVPD basis
O 0.125 1.446 0.590
N -0.601 -1.535 -1.119
N 1.249 -1.472 0.280
N -1.578 1.363 -1.092
C 2.125 -0.724 1.206
C 0.384 -0.902 -0.519
C -1.184 1.687 0.355
H -1.498 2.727 0.547
H 0.402 0.205 -0.620
H -0.974 1.974 -1.624
H 1.966 0.329 0.997
H -1.275 -0.911 -1.568
H -0.867 -2.493 -0.934
H 1.130 -2.441 0.513
H -2.507 1.755 -1.247
H -1.826 1.013 0.964
H 3.152 -1.049 1.064
H 1.778 -0.972 2.206
```

## R
3 unconnected molecules or ions with the total composition C3H11N3O. Source: OMol25; level of theory: the ωB97M-V functional and the def2-TZVPD basis.

Its HOMO energy is -8.48 eV. The HOMO-LUMO gap is 0.175 hartree. As for the LUMO energy: -3.7 eV. The molar mass is 105.1 g/mol.

Geometry as XYZ:
```
18
C3H11N3O | OMol25 | the ωB97M-V functional and the def2-TZVPD basis
O 2.388 0.103 -0.398
N -1.910 1.058 -0.704
N 0.242 0.370 -1.947
N -1.063 -0.695 0.742
C 1.121 -0.862 1.709
C -1.815 -0.176 -0.197
C 0.115 0.040 1.079
H -0.399 -0.365 -1.682
H -2.578 -0.823 -0.649
H 0.479 0.475 0.120
H 1.957 -0.294 2.117
H -0.027 0.924 1.733
H -1.821 1.763 0.036
H 0.700 -1.495 2.482
H 0.127 0.521 -2.942
H 2.846 0.943 -0.252
H 1.230 0.176 -1.625
H 1.419 -1.532 0.886
```

## S
2 unconnected molecules or ions with the total composition C3H11N3O. Source: OMol25; level of theory: the ωB97M-V functional and the def2-TZVPD basis.

Its HOMO energy is -8.07 eV. Its SMILES is C=NNN.CCO. The HOMO-LUMO gap is 0.331 hartree. As for the LUMO energy: 0.9 eV. The molar mass is 105.1 g/mol.

Geometry as XYZ:
```
18
C3H11N3O | OMol25 | the ωB97M-V functional and the def2-TZVPD basis
O 1.052 1.733 -0.151
N 0.783 -1.079 -0.653
N -0.361 -1.256 -0.015
N 1.739 -2.166 -0.722
C -1.330 1.609 0.496
C -0.890 -2.383 0.232
C -0.010 2.320 0.657
H -1.188 0.486 0.595
H 2.615 -1.766 -1.046
H -1.894 -2.374 0.619
H -2.045 1.965 1.234
H 1.404 -2.810 -1.438
H -0.095 3.386 0.390
H 0.792 1.839 -1.075
H -1.737 1.776 -0.499
H 1.204 -0.180 -0.384
H 0.366 2.243 1.678
H -0.405 -3.343 0.082
```

Short version: Q is the most stable of them.